(1)
This record from the Open Molecules 2025 dataset describes a 2-piece molecular cluster, C7H13N3O overall in a non-equilibrium geometry. The level of theory is ωB97M-V/def2-TZVPD.

## Properties
- energy above the lowest of the compared OMol25 structures with the same formula, charge and spin (eV) = 2.2603
- HOMO (eV) = -9.09
- gap between HOMO and LUMO (eV) = 9.8

The geometry in ORCA input format:
```
! wB97M-V def2-TZVPD RIJCOSX def2/J DEFGRID3
* xyz 0 1
C 3.311 -0.238 -0.787
C 2.464 0.974 -1.007
C 2.490 2.156 -1.683
N 1.439 2.931 -1.193
C 0.676 2.148 -0.338
N 1.352 0.977 -0.131
H 3.741 -0.196 0.215
H 4.204 -0.065 -1.536
H 2.867 -1.137 -0.982
H 3.245 2.545 -2.444
H 0.880 3.786 -1.498
H -0.072 2.528 0.408
C -2.619 -0.006 1.667
C -2.138 -1.440 1.565
C -2.453 -2.241 0.298
N -1.398 -2.705 -0.556
O -3.723 -2.550 0.119
H -2.372 0.385 2.766
H -3.691 -0.073 1.524
H -2.204 0.776 1.033
H -1.091 -1.531 1.823
H -2.619 -1.830 2.539
H -1.723 -3.078 -1.437
H -0.566 -2.114 -0.364
*
```

(2)
This record from the Open Molecules 2025 dataset describes a 2-piece molecular cluster, C7H13N3O overall in a non-equilibrium geometry. The level of theory is ωB97M-V/def2-TZVPD.

## Properties
- energy above the lowest of the compared OMol25 structures with the same formula, charge and spin (eV) = 2.2182
- HOMO (eV) = -9.02
- gap between HOMO and LUMO (eV) = 9.7

The geometry in ORCA input format:
```
! wB97M-V def2-TZVPD RIJCOSX def2/J DEFGRID3
* xyz 0 1
C 1.430 -1.740 0.638
C 1.974 -0.573 -0.168
O 3.377 -0.747 -0.222
C 1.699 0.776 0.455
C 1.694 1.998 -0.400
N 0.459 1.500 0.150
H 1.613 -2.669 0.087
H 0.352 -1.642 0.841
H 1.945 -1.798 1.590
H 1.529 -0.563 -1.181
H 3.734 0.034 -0.668
H 2.067 0.848 1.483
H 2.056 2.923 -0.004
H 1.855 1.921 -1.497
H -0.093 1.029 -0.567
C -2.855 0.582 0.952
C -3.701 0.376 -0.087
N -3.123 -0.638 -0.863
C -1.929 -0.927 -0.281
N -1.741 -0.230 0.812
H -2.990 1.244 1.795
H -4.616 0.892 -0.369
H -3.463 -0.912 -1.791
H -1.271 -1.686 -0.705
*
```

(3)
This record from the Open Molecules 2025 dataset describes an isolated ion of composition C7H13N3O4P and charge +1 in a non-equilibrium geometry. The level of theory is ωB97M-V/def2-TZVPD.

## Properties
- HOMO (eV) = -12.44
- gap between HOMO and LUMO (eV) = 8.2

The geometry in ORCA input format:
```
! wB97M-V def2-TZVPD RIJCOSX def2/J DEFGRID3
* xyz 1 1
N 2.830 -0.431 1.470
C 2.966 -0.167 0.021
C 2.146 1.062 -0.474
N 0.669 0.996 -0.271
C 0.048 2.235 -0.069
C -1.354 1.908 0.063
N -1.479 0.531 -0.075
C -2.835 -0.065 -0.025
C -3.824 0.742 0.934
O -4.515 1.621 0.511
C -0.235 -0.035 -0.286
P 0.136 -1.836 -0.581
O 0.917 -2.480 0.508
O -1.279 -2.707 -0.706
O 0.851 -1.947 -2.051
H 1.931 -0.112 1.828
H 2.956 -1.428 1.662
H 4.054 0.096 -0.140
H 2.806 -1.088 -0.613
H 2.394 1.335 -1.538
H 2.504 1.942 0.135
H 0.521 3.241 -0.042
H -2.158 2.668 0.209
H -2.864 -1.133 0.286
H -3.275 0.051 -1.055
H -3.823 0.441 2.028
H -1.607 -2.781 0.216
H 1.519 -2.659 -1.944
*
```

(4)
This record from the Open Molecules 2025 dataset describes C7H13N3O4S as an isolated structure in a non-equilibrium geometry. The level of theory is ωB97M-V/def2-TZVPD.

## Properties
- energy above the lowest of the compared OMol25 structures with the same formula, charge and spin (eV) = 5.8929
- HOMO (eV) = -8.44
- gap between HOMO and LUMO (eV) = 9.1

The geometry in ORCA input format:
```
! wB97M-V def2-TZVPD RIJCOSX def2/J DEFGRID3
* xyz 0 1
C 0.003 1.538 -1.256
C -1.044 -0.486 -0.264
C 0.619 1.492 1.211
C -0.696 0.923 -0.121
C -0.162 -3.433 -0.703
C 2.618 2.755 0.803
C -0.723 -2.541 0.475
N 0.995 2.292 -0.990
N 1.403 2.286 0.289
N -3.008 1.839 -1.291
O -1.947 -0.910 -0.954
O -2.890 1.015 1.246
O -2.045 3.220 0.659
O -0.191 -1.215 0.420
S -2.251 1.823 0.244
H -0.159 1.458 -2.327
H -0.183 2.056 1.877
H 1.125 0.588 1.582
H -0.189 -2.813 -1.550
H 0.749 -3.782 -0.482
H -0.818 -4.239 -1.031
H 3.355 3.081 0.147
H 2.371 3.479 1.467
H 3.305 1.943 1.261
H -0.412 -3.036 1.371
H -1.854 -2.611 0.346
H -3.284 2.815 -1.433
H -3.678 1.115 -1.366
*
```

(5)
This record from the Open Molecules 2025 dataset describes a 2-piece molecular cluster, C7H13N3O5 overall in a non-equilibrium geometry. The level of theory is ωB97M-V/def2-TZVPD.

## Properties
- energy above the lowest of the compared OMol25 structures with the same formula, charge and spin (eV) = 5.3465
- HOMO (eV) = -9.40
- gap between HOMO and LUMO (eV) = 8.9

The geometry in ORCA input format:
```
! wB97M-V def2-TZVPD RIJCOSX def2/J DEFGRID3
* xyz 0 1
C -1.020 0.199 2.768
C -0.522 0.818 1.394
C -1.876 -1.058 2.564
C 0.479 0.067 -0.697
C -0.663 -0.327 -1.497
C 1.830 -0.513 -0.953
C 2.378 0.266 -2.041
H -2.247 1.755 3.064
H -1.368 1.750 4.388
H -0.110 -0.216 3.306
H -1.899 -1.641 3.590
H -2.820 -0.659 2.235
H -1.904 -1.755 0.726
H 0.266 -0.978 1.311
H 0.598 1.111 -0.734
H 2.506 -0.377 -0.078
H 1.818 -1.677 -1.083
H 4.054 0.029 -3.455
H 4.206 -1.309 -2.440
H -1.432 0.207 -3.397
N -1.877 1.012 3.702
N 0.195 -0.118 0.679
N 3.419 -0.417 -2.766
O -0.731 1.972 1.052
O -1.364 -2.022 1.546
O -1.820 -0.636 -1.112
O 2.055 1.405 -2.190
O -0.322 -0.254 -2.793
*
```

(6)
This record from the Open Molecules 2025 dataset describes one molecule with the formula C7H13N5 in a non-equilibrium geometry. The level of theory is ωB97M-V/def2-TZVPD.

## Properties
- energy above the lowest of the compared OMol25 structures with the same formula, charge and spin (eV) = 0.5465
- HOMO (eV) = -7.59
- gap between HOMO and LUMO (eV) = 8.3

The geometry in ORCA input format:
```
! wB97M-V def2-TZVPD RIJCOSX def2/J DEFGRID3
* xyz 0 1
C -0.396 -2.417 0.641
C -0.082 -1.155 0.958
N 0.691 -0.510 1.874
C 1.227 0.826 1.986
N 0.708 -1.229 3.122
N -0.572 -0.079 0.021
C -1.842 0.489 -0.013
N -2.039 1.158 -1.083
C -0.866 1.163 -1.815
C -0.769 1.978 -3.092
C -0.016 0.282 -1.208
N 1.312 -0.003 -1.476
H -0.105 -3.264 1.308
H -0.928 -2.589 -0.228
H 2.311 0.732 1.713
H 0.844 1.465 1.151
H 1.066 1.108 3.102
H 1.565 -1.850 3.064
H -0.059 -1.956 2.956
H -2.589 0.133 0.613
H 0.215 2.053 -3.647
H -1.538 1.689 -3.744
H -1.099 2.967 -2.819
H 1.625 -0.713 -0.923
H 1.335 -0.278 -2.462
*
```

(7)
This record from the Open Molecules 2025 dataset describes C7H13N5O2 as an isolated structure in a non-equilibrium geometry. The level of theory is ωB97M-V/def2-TZVPD.

## Properties
- energy above the lowest of the compared OMol25 structures with the same formula, charge and spin (eV) = 0.0000
- HOMO (eV) = -17.82
- gap between HOMO and LUMO (eV) = 10.2

The geometry in ORCA input format:
```
! wB97M-V def2-TZVPD RIJCOSX def2/J DEFGRID3
* xyz 2 1
C -0.448 -2.253 0.211
C 0.531 0.890 2.514
C -2.010 -0.458 0.314
C -0.434 0.772 0.456
C 0.810 -0.212 0.481
C -0.442 1.415 -1.864
C 2.947 -0.470 -0.627
N 0.613 -1.610 0.343
N -1.751 -1.743 0.192
N -0.477 1.327 1.773
N 1.247 -0.009 1.916
N -3.173 0.097 0.250
O -0.655 1.681 -0.468
O 1.725 0.271 -0.393
H -0.373 -3.329 0.091
H 0.713 1.248 3.521
H 0.598 1.606 -2.126
H -1.089 2.113 -2.392
H -0.705 0.386 -2.113
H 3.041 -0.594 -1.705
H 2.919 -1.446 -0.146
H 3.782 0.126 -0.260
H -2.506 -2.421 0.060
H -1.031 2.147 1.990
H 2.072 -0.465 2.289
H -3.283 1.105 0.303
H -4.030 -0.435 0.096
*
```

(8)
This record from the Open Molecules 2025 dataset describes an isolated ion of composition C7H13N5O2 and charge +2 in a non-equilibrium geometry. The level of theory is ωB97M-V/def2-TZVPD.

## Properties
- energy above the lowest of the compared OMol25 structures with the same formula, charge and spin (eV) = 2.7295
- HOMO (spin up / spin down) (eV) = -14.20 / -14.20
- gap between HOMO and LUMO (spin up / spin down) (eV) = 7.1 / 7.1

The geometry in ORCA input format:
```
! wB97M-V def2-TZVPD RIJCOSX def2/J DEFGRID3
* xyz 2 1
C -2.934 2.859 2.468
N -2.896 1.360 2.397
C -2.226 0.827 1.189
O -3.008 0.701 0.103
C -0.875 0.773 1.142
C -0.004 0.082 0.159
C 1.218 -0.499 0.347
N 1.777 -0.785 -0.847
C 2.827 -1.499 -1.204
C 3.181 -2.066 -2.471
N 4.184 -2.923 -2.574
O 2.345 -2.079 -3.502
N 0.677 -0.388 -1.939
N -0.198 0.209 -1.155
H -2.046 3.283 2.913
H -2.643 3.253 1.484
H -3.770 3.229 2.921
H -3.880 0.818 2.341
H -2.596 1.056 3.264
H -3.874 0.226 0.217
H -0.425 0.789 2.026
H 1.712 -0.556 1.344
H 3.364 -1.853 -0.397
H 4.714 -3.138 -1.719
H 4.416 -3.270 -3.506
H 1.808 -1.309 -3.549
H -0.849 0.901 -1.452
*
```